54
Properties=species:S:1:pos:R:3:forces:R:3 method="wB97M-V/def2-TZVPD" lumo_ev=0.48 smiles="O=C1C[C@@H](c2c[nH]c3ccc(F)cc23)C(=O)N1.CNC(=O)[C@@H](NC(C)=O)C(C)C" relative_energy_ev=0.139 homo_energy_ev=-8.22 homo_lumo_gap_ev=8.70 multiplicity=1
O 0.0377 0.4499 3.9198 -0.522 -0.183 -0.065
C -0.8665 -0.0294 3.2653 1.866 1.382 2.748
C -2.3205 -0.0944 3.6982 -0.113 -0.113 -0.608
C -3.0217 -0.1821 2.3373 0.070 0.249 0.404
C -3.5506 1.1399 1.8039 -0.102 0.124 -0.231
C -4.4267 1.1659 0.7442 0.667 0.815 0.812
N -4.7085 2.4889 0.4401 -0.542 -0.241 -0.684
C -4.0170 3.3297 1.2924 -0.274 0.126 -0.368
C -4.0015 4.7247 1.3464 0.315 0.227 0.430
C -3.2117 5.3550 2.3128 -0.245 -0.055 -0.288
C -2.4406 4.5943 3.1982 -0.570 -1.369 -0.744
F -1.6850 5.2121 4.1345 -0.209 -0.209 -0.324
C -2.4526 3.1958 3.1140 0.390 0.725 0.577
C -3.2627 2.5436 2.1663 0.208 -0.828 0.152
C -1.8832 -0.6792 1.4440 -1.086 -1.824 -2.685
O -2.0154 -1.1936 0.3448 -0.266 0.672 0.561
N -0.6620 -0.5722 2.0354 -0.784 0.725 0.157
H -2.6356 0.7578 4.3000 0.315 -0.127 -0.043
H -2.4809 -1.0043 4.2820 0.092 0.046 -0.039
H -3.8268 -0.9218 2.3658 0.142 0.108 -0.319
H -4.8122 0.2949 0.2196 -0.074 0.526 -0.043
H -5.3183 2.8010 -0.3145 0.410 -0.233 0.538
H -4.5957 5.3133 0.6545 0.084 -0.021 0.096
H -3.1863 6.4378 2.3827 -0.015 -0.130 -0.021
H -1.8134 2.6536 3.7989 0.011 -0.017 -0.012
H 0.1491 -0.2853 1.4875 0.469 -0.368 -0.092
C 1.6753 -3.7146 -0.5921 -0.014 0.392 0.126
N 1.6031 -2.3934 0.0313 -0.227 -1.241 -0.268
C 2.0549 -1.1966 -0.3764 0.393 0.255 0.144
O 1.7903 -0.2369 0.3390 0.004 0.590 -0.331
C 2.9053 -0.9786 -1.6515 0.140 -0.163 -0.552
N 3.6942 -2.1446 -2.0998 -1.595 -0.162 1.155
C 4.8729 -2.0611 -2.7183 1.527 0.714 -0.752
C 5.5593 -3.3664 -3.0473 -0.071 0.062 0.097
O 5.4032 -1.0013 -3.0179 -0.354 0.088 0.178
C 2.0654 -0.4190 -2.8253 -0.945 0.332 -0.032
C 0.8728 -1.3077 -3.2039 0.528 0.043 0.107
C 1.5406 0.9935 -2.5459 0.332 -0.208 0.136
H 2.6668 -4.1460 -0.4469 -0.031 -0.214 -0.012
H 1.4366 -3.6554 -1.6538 -0.053 -0.094 0.024
H 0.9440 -4.3736 -0.1198 0.091 0.178 -0.062
H 1.0761 -2.3403 0.8909 0.058 0.076 -0.073
H 3.6200 -0.1982 -1.3870 0.020 -0.089 0.110
H 3.3363 -3.0604 -1.8948 0.182 0.092 -0.153
H 5.6535 -3.9668 -2.1446 -0.018 -0.235 -0.028
H 4.9817 -3.8996 -3.7996 -0.005 -0.201 0.002
H 6.5518 -3.1482 -3.4406 -0.175 0.010 0.046
H 2.7113 -0.3461 -3.7007 0.342 -0.154 0.169
H 1.2236 -2.2970 -3.4917 -0.133 -0.200 -0.064
H 0.1717 -1.3881 -2.3725 -0.112 -0.058 0.021
H 0.3517 -0.8706 -4.0559 -0.038 -0.065 0.023
H 0.8064 0.9804 -1.7403 0.031 0.101 0.022
H 2.3690 1.6445 -2.2658 -0.094 0.141 0.070
H 1.0710 1.3960 -3.4430 -0.018 0.005 -0.013

***

54
Properties=species:S:1:pos:R:3:forces:R:3 method="wB97M-V/def2-TZVPD" lumo_ev=-0.47 smiles="CCCOc1ccc([N+](=O)[O-])cc1[C@@H]1NC(=S)NC(c2ccccc2)=C1C(=O)OCC" relative_energy_ev=3.591 homo_energy_ev=-8.45 homo_lumo_gap_ev=7.98 multiplicity=1
C 2.1567 3.2180 -1.5572 -0.069 -0.242 -0.081
C 1.5426 2.0430 -2.3072 -0.332 0.205 0.183
C 0.0218 2.0249 -2.2022 0.294 -0.045 -0.548
O -0.3238 1.6475 -0.8773 0.027 0.044 0.221
C -1.5940 1.3321 -0.5916 -0.477 -0.112 0.221
C -2.6690 1.5185 -1.4678 0.358 0.075 -0.058
C -3.9429 1.1346 -1.1100 -0.275 -0.212 0.305
C -4.1616 0.5564 0.1340 1.199 0.439 -0.360
N -5.4710 0.1007 0.4908 -0.531 -0.177 0.110
O -6.3903 0.3746 -0.2531 -0.222 0.026 -0.105
O -5.5818 -0.5475 1.5133 -0.114 -0.133 0.234
C -3.1089 0.3902 1.0288 -0.270 0.068 -0.165
C -1.8322 0.7706 0.6818 0.093 0.304 -0.153
C -0.6782 0.5450 1.6374 -0.150 -0.327 -0.037
N -0.1076 1.8218 2.0339 0.127 -0.248 -0.073
C 1.1815 2.1729 1.9612 -0.113 0.358 0.231
S 1.7120 3.6770 2.3780 0.187 0.490 0.151
N 2.0650 1.2232 1.5440 0.044 -0.161 -0.160
C 1.6839 0.0084 1.0218 -0.873 -0.472 0.021
C 2.7860 -0.8485 0.5611 0.362 -0.119 -0.082
C 2.8501 -2.1843 0.9485 0.065 0.127 0.006
C 3.9041 -2.9778 0.5394 -0.042 -0.044 0.039
C 4.9085 -2.4493 -0.2553 0.025 0.025 -0.044
C 4.8606 -1.1180 -0.6309 0.116 -0.026 -0.052
C 3.8109 -0.3177 -0.2182 -0.166 -0.011 0.076
C 0.3771 -0.3396 1.0036 0.413 0.269 0.343
C -0.1170 -1.5313 0.2990 0.256 -0.160 -0.370
O 0.4144 -2.0613 -0.6485 -0.175 -0.024 0.058
O -1.2860 -1.9458 0.8151 0.100 0.026 0.399
C -1.9308 -3.0372 0.1588 -0.152 -0.458 -0.303
C -3.1043 -3.4836 1.0106 0.357 0.279 -0.111
H 1.8391 4.1595 -1.9997 -0.009 0.135 -0.021
H 1.8501 3.2142 -0.5152 0.040 0.081 0.135
H 3.2421 3.1736 -1.6016 0.131 0.062 0.047
H 1.9137 1.0959 -1.9122 0.008 -0.087 -0.096
H 1.8103 2.0984 -3.3637 -0.031 -0.096 -0.034
H -0.3895 3.0175 -2.4273 -0.032 -0.096 0.015
H -0.3890 1.2934 -2.9089 -0.045 0.078 0.104
H -2.5098 1.9604 -2.4375 0.029 0.037 -0.080
H -4.7738 1.2636 -1.7863 -0.015 0.016 -0.027
H -3.3048 -0.0624 1.9891 0.037 -0.049 0.053
H -1.0787 0.0418 2.5328 0.009 0.085 -0.215
H -0.7518 2.5452 2.3163 0.202 0.039 -0.005
H 3.0433 1.4760 1.5524 -0.194 0.049 0.079
H 2.0747 -2.5915 1.5792 -0.068 -0.043 0.050
H 3.9446 -4.0129 0.8434 -0.002 -0.084 0.033
H 5.7285 -3.0732 -0.5778 0.072 -0.049 -0.021
H 5.6427 -0.6996 -1.2468 0.058 0.030 -0.049
H 3.7765 0.7180 -0.5247 -0.011 0.130 -0.035
H -2.2614 -2.7022 -0.8316 0.088 -0.052 0.104
H -1.2049 -3.8458 0.0175 -0.125 0.151 -0.024
H -3.8078 -2.6676 1.1524 -0.136 0.063 0.020
H -2.7557 -3.8111 1.9863 -0.001 -0.074 0.110
H -3.6144 -4.3085 0.5222 -0.068 -0.088 -0.040

***

14
Properties=species:S:1:pos:R:3:forces:R:3 method="wB97M-V/def2-TZVPD" lumo_ev=0.18 smiles="C/C(=C/O)C(=O)C=O" relative_energy_ev=2.064 homo_energy_ev=-8.90 homo_lumo_gap_ev=9.08 multiplicity=1
C 1.5085 0.8699 -0.6769 -0.176 0.135 -0.133
C 0.2363 0.4522 -0.0007 -0.532 0.075 -0.827
C -0.9678 0.4610 -0.6182 0.753 2.213 0.438
O -2.1332 0.2573 0.0581 -0.369 -0.358 -0.089
C 0.3951 -0.3840 1.1910 -0.227 -1.197 -1.583
O 1.1589 -0.2762 2.1115 -0.342 -0.081 0.104
C -0.4310 -1.6896 0.7990 0.760 0.180 3.306
O -0.0666 -2.5311 0.0399 0.006 0.080 -0.560
H 2.2133 1.2170 0.0770 -0.007 0.088 -0.034
H 1.3140 1.6661 -1.3958 0.160 -0.032 -0.016
H 1.9597 0.0198 -1.1866 0.120 -0.014 -0.067
H -1.0662 0.9324 -1.5924 -0.005 -0.190 -0.063
H -2.8539 0.7850 -0.3227 0.421 -0.420 0.011
H -1.2672 -1.7798 1.5167 -0.561 -0.480 -0.487

***

82
Properties=species:S:1:pos:R:3:forces:R:3 method="wB97M-V/def2-TZVPD" lumo_ev=2.04 charge=-1 relative_energy_ev=0.000 homo_energy_ev=-4.45 homo_lumo_gap_ev=6.50 multiplicity=1
C -3.7201 2.0723 1.0730 -0.197 0.125 -0.020
C -2.8985 2.4435 0.0670 0.417 -0.332 0.775
C -1.5154 1.7952 -0.0622 -1.686 -1.472 -2.211
N -0.4876 2.7458 -0.4601 -0.632 0.206 1.333
C 0.0419 3.6296 0.5881 0.760 1.608 -0.972
C 1.3796 4.0818 -0.0166 -0.132 0.097 -0.130
C -0.8061 4.9064 0.9010 -0.302 -1.214 0.636
C -1.3337 4.9155 2.3550 0.159 0.901 0.007
C -0.8343 6.1588 3.1257 -0.309 -0.628 -0.754
O -1.2532 1.1498 1.1536 0.462 0.269 -0.265
C -0.0583 0.4053 1.1077 0.415 -0.361 1.522
C 0.2269 -0.1606 2.5471 -1.089 -0.062 -0.573
O -0.8794 0.0494 3.4174 0.654 0.061 0.222
C -1.5062 -1.1486 3.7920 -0.996 -0.353 -0.077
C -2.3107 -1.8292 2.6681 0.038 -0.397 0.587
C -1.6324 0.7264 -1.2368 -0.937 -0.643 -0.386
O -2.7368 0.1660 -1.3775 -0.040 0.305 0.635
O -0.6409 0.5245 -1.9622 -0.198 -0.285 0.031
H -4.1162 2.7516 1.8249 -1.396 0.329 -1.024
H -3.9517 1.0193 1.1928 1.343 -0.241 1.061
H -3.1894 3.1710 -0.6878 0.674 1.103 0.711
H -0.9356 3.3573 -1.1351 0.250 -0.139 -0.349
H 0.2914 3.1251 1.5162 -0.452 -0.494 -0.051
H 1.2071 4.8303 -0.7961 -0.056 -0.025 -0.071
H 2.0749 4.5291 0.6959 0.013 -0.135 0.106
H 1.7704 3.1988 -0.5040 0.683 -0.044 0.064
H -1.6690 4.9256 0.2368 0.016 -0.028 -0.156
H -0.2290 5.8019 0.6693 0.122 0.051 0.228
H -1.0465 4.0239 2.9099 0.020 -0.174 -0.175
H -2.4236 4.9254 2.3373 -0.062 -0.017 0.074
H 0.2355 6.0724 3.3149 0.001 0.005 0.288
H -1.4167 6.2688 4.0377 0.259 0.271 0.193
H -0.9581 7.0182 2.4664 -0.169 0.265 0.266
H 0.7868 1.0479 0.8579 0.037 -0.154 -0.512
H -0.1293 -0.4564 0.4443 -0.035 0.254 -0.431
H 1.1340 0.2679 2.9741 -0.052 0.099 0.109
H 0.3377 -1.2404 2.4530 0.527 -0.014 -0.039
H -2.2326 -0.8856 4.5644 0.065 0.162 0.081
H -0.8286 -1.8823 4.2584 0.058 0.453 -0.252
H -2.7281 -2.7482 3.0954 0.027 -0.045 0.004
H -1.7198 -2.1471 1.8094 0.094 0.254 -0.083
H -3.1616 -1.2380 2.3405 0.190 0.301 -0.152
Cl 2.8933 1.5900 -5.1558 0.325 -0.080 -0.342
C 1.6648 0.8057 -4.1125 -0.202 -0.074 0.412
C 1.7019 1.3066 -2.6970 0.528 0.175 -0.307
Cl 3.1951 0.8057 -1.8344 0.332 -0.021 0.008
H 1.8287 -0.2677 -4.1597 0.085 0.018 -0.030
H 0.6914 1.0253 -4.5469 -0.014 0.069 0.100
H 0.8527 0.8993 -2.1369 0.203 0.151 -0.086
H 1.6442 2.3896 -2.6539 0.152 0.053 -0.036
Cl -1.3871 -4.0604 6.1502 -0.022 0.016 0.002
C -0.8049 -5.4338 5.1746 -0.020 -0.166 -0.015
C 0.4846 -5.1239 4.4591 0.143 -0.111 -0.076
Cl 0.2676 -3.9190 3.1680 0.152 -0.270 -0.025
H -1.5902 -5.7043 4.4725 0.003 0.094 -0.034
H -0.6523 -6.2665 5.8600 0.048 0.023 0.012
H 0.8671 -6.0278 3.9858 -0.087 -0.027 -0.016
H 1.2419 -4.7497 5.1442 -0.057 0.073 0.018
Cl 0.7735 4.2203 -4.7838 -0.177 0.185 0.055
C 0.2689 3.9431 -6.4658 0.117 -0.068 -0.034
C -0.9065 4.8011 -6.8593 0.029 0.041 -0.117
Cl -2.4012 4.3250 -6.0170 -0.029 0.021 0.024
H 0.0452 2.8848 -6.5785 -0.031 0.001 0.066
H 1.1249 4.1805 -7.0962 -0.014 0.033 -0.001
H -1.0956 4.6950 -7.9269 0.008 -0.055 0.006
H -0.7195 5.8505 -6.6448 -0.009 -0.017 0.082
Cl 1.2850 -5.9811 -0.0975 -0.018 -0.007 0.134
C -0.1101 -6.8418 -0.7906 -0.007 -0.060 -0.111
C -1.4002 -6.4919 -0.0933 -0.072 0.121 -0.121
Cl -1.4636 -7.1266 1.5752 0.026 -0.023 0.037
H 0.0938 -7.9086 -0.7402 0.025 0.011 0.081
H -0.1693 -6.5533 -1.8389 -0.045 0.067 0.022
H -2.2381 -6.9341 -0.6294 0.025 -0.054 0.008
H -1.5505 -5.4159 -0.0484 0.065 0.001 0.087
Cl 6.9353 -5.2647 -1.5993 0.035 -0.033 -0.017
C 5.5364 -4.2176 -1.9643 -0.061 0.144 -0.020
C 4.2253 -4.8796 -1.6293 -0.090 0.121 0.074
Cl 3.8641 -6.2501 -2.7111 0.049 -0.057 -0.046
H 5.5871 -3.9452 -3.0151 0.021 -0.075 -0.011
H 5.6519 -3.3140 -1.3686 -0.029 -0.030 0.040
H 3.4132 -4.1636 -1.7434 0.027 0.020 -0.043
H 4.2145 -5.2492 -0.6072 0.041 -0.071 -0.028